(a)
Computed, not measured: one molecule with the formula C2H2S2, with the ωB97M-V functional and the def2-TZVPD basis.

Computed properties:
**Kohn-Sham gap (spin up / spin down)**: 6.707 / 6.703 eV

Cartesian coordinates (Å):
C 0.74791 -0.39063 -0.19644
C -0.62746 0.01747 -0.00411
S 2.26238 -0.59544 -0.00007
S -0.40628 1.84082 -0.09379
H -1.43422 -0.36383 -0.63673
H -0.54234 -0.50839 0.93113

(b)
Computed, not measured: one molecule with the formula C2H2S2, with the ωB97M-V functional and the def2-TZVPD basis.

Computed properties:
**Kohn-Sham gap**: 6.380 eV
**SMILES string**: S=CC=S

Cartesian coordinates (Å):
S 1.25413 -1.61473 0.04882
C -0.10048 -0.61816 0.05061
C -0.20547 0.77331 0.10596
S 1.22609 1.52247 0.03742
H -1.05502 -1.24580 -0.20619
H -1.11925 1.18291 -0.03662

Stability, descending: (b), (a)

(a)
Computed, not measured: C2H5O3PS as an isolated structure, with the ωB97M-V functional and the def2-TZVPD basis.

Computed properties:
**Kohn-Sham gap**: 11.167 eV

Cartesian coordinates (Å):
C 0.46602 0.42123 -0.28023
C -0.41272 -0.81598 -0.22027
O -2.98212 -1.04557 -0.82527
O -2.08364 1.24212 -0.55366
O -2.47185 -0.17093 1.42855
P -0.73092 2.02155 -0.04165
S -2.17054 -0.28413 0.03550
H 1.26632 0.58009 0.34762
H 0.76219 0.58122 -1.29728
H -0.48151 -1.28528 -1.21503
H -0.17390 -1.54147 0.43933
H -0.93544 1.60841 1.21747

(b)
Computed, not measured: C2H5O3PS as an isolated structure, with the ωB97M-V functional and the def2-TZVPD basis.

Computed properties:
**Kohn-Sham gap**: 8.860 eV

Cartesian coordinates (Å):
C -1.21672 -0.56814 -0.80987
C -0.19652 1.11013 0.28579
O 2.00675 0.39545 1.41455
O 2.02796 0.96173 -0.96808
O 1.14885 -1.23866 -0.24045
P -0.30444 -1.90649 0.03878
S 1.40565 0.33611 0.12775
H -2.18313 -0.28969 -0.44887
H -1.14940 -0.60338 -1.83377
H -0.22266 2.07142 -0.29914
H -0.60782 1.29488 1.28634
H -0.70851 -1.56339 1.44696

Stability, descending: (a), (b)

(a)
Computed, not measured: a 2-piece molecular cluster, CH4INS overall, with the ωB97M-V functional and the def2-TZVPD basis.

Computed properties:
**Kohn-Sham gap**: 8.298 eV

Cartesian coordinates (Å):
C 0.43870 1.16383 0.30652
N 0.27278 -2.75066 -0.02868
S -0.36676 -2.33115 -1.23996
I -1.19380 1.77105 1.57789
H 1.52622 1.29766 0.75526
H 0.24880 0.06549 0.10203
H 0.38527 1.81387 -0.54550
H -1.31121 -1.03008 -0.92755

(b)
Computed, not measured: a 2-piece molecular cluster, CH4INS overall, with the ωB97M-V functional and the def2-TZVPD basis.

Computed properties:
**Kohn-Sham gap**: 7.231 eV
**SMILES string**: CN=S.I

Cartesian coordinates (Å):
C 0.65088 -0.45966 0.36020
N 0.29959 0.87707 0.04471
S 0.55207 2.09141 1.00971
H 1.14493 -0.91630 -0.51662
H 1.31477 -0.50159 1.16197
H -0.44604 -0.88737 0.65146
I -2.50650 0.12346 -1.47128
H -1.00971 -0.32703 -1.24017

(c)
Computed, not measured: a 2-piece molecular cluster, CH4INS overall, with the ωB97M-V functional and the def2-TZVPD basis.

Computed properties:
**Kohn-Sham gap (spin up / spin down)**: 7.104 / 7.129 eV

Cartesian coordinates (Å):
C -0.10561 -0.04437 0.79648
N 0.47913 -0.30142 -2.16135
S 0.35823 -1.73487 0.55706
I -1.26030 -2.85756 1.95551
H -0.53073 0.24088 1.87900
H -0.91489 0.24949 0.16881
H 0.72500 0.68286 0.71440
H 0.23071 -0.45637 -3.14216

Stability, descending: (b), (a), (c)

(a)
Computed, not measured: C22H20F6GeN6O6ReS2 as an isolated structure, with the ωB97M-V functional and the def2-TZVPD basis.

Computed properties:
**Kohn-Sham gap**: 7.594 eV
**Total charge**: +3

Cartesian coordinates (Å):
Re 0.65052 -1.82889 -0.96506
N -0.26392 -2.05706 -2.91959
N -1.63871 -2.38358 -2.73717
C -2.21063 -2.24351 -1.52300
N -3.46910 -2.56178 -1.36253
N -1.36740 -1.73896 -0.57148
N -1.91405 -1.18706 0.57035
O -3.00759 -1.49062 0.93942
O -1.21981 -0.32004 1.13555
H -0.19446 -1.24772 -3.53481
H 0.17946 -2.85183 -3.38319
H -2.09587 -2.91454 -3.46644
H -4.03462 -2.87647 -2.13934
H -3.88956 -2.54015 -0.44245
F 1.17130 -2.89994 3.90612
C 1.71600 -3.85339 3.15797
F 1.44043 -5.03547 3.63820
F 3.00977 -3.65956 3.04458
S 0.92200 -3.71029 1.48185
O 1.35680 -2.34743 0.98270
O -0.49582 -3.82623 1.58730
N 1.69403 -4.84195 0.71229
S 1.48685 -4.98494 -0.82956
O 1.50807 -6.29340 -1.34017
O 0.39259 -4.07376 -1.28962
C 2.92434 -4.08547 -1.58557
F 4.07898 -4.41394 -1.10985
F 2.73269 -2.69996 -1.28475
F 2.87179 -4.17642 -2.89119
C 0.80571 -0.12319 -0.83051
Ge -0.07029 1.31493 0.03081
C -1.61262 2.15232 -0.69627
C -1.52771 2.63545 -2.00352
C -2.63372 3.26053 -2.55861
C -3.80160 3.39436 -1.81681
C -3.87989 2.90337 -0.51876
C -2.78273 2.27782 0.05342
C 0.88034 2.05745 1.71939
C 1.53557 0.90992 2.26771
C 1.09440 0.34601 3.44074
C -0.00006 0.88537 4.11463
C -0.67984 1.98872 3.60147
C -0.24739 2.57914 2.43673
C 1.51412 2.85615 0.56329
C 2.69830 2.40643 -0.06037
C 3.30667 3.16432 -1.04038
C 2.75452 4.38163 -1.42627
C 1.58021 4.83482 -0.83677
C 0.96237 4.08648 0.14615
H -0.61164 2.55095 -2.57856
H -2.58211 3.65232 -3.56550
H -4.65866 3.88958 -2.25357
H -4.79374 3.01353 0.04931
H -2.84442 1.89554 1.06611
H 2.39540 0.48342 1.77155
H 1.61858 -0.50369 3.85321
H -0.32276 0.44557 5.04992
H -1.52611 2.40369 4.13183
H -0.76131 3.45858 2.07470
H 3.16565 1.47826 0.23656
H 4.22653 2.81710 -1.49028
H 3.24578 4.98160 -2.18092
H 1.15579 5.78584 -1.12775
H 0.06260 4.48006 0.59678

(b)
Computed, not measured: C22H20F6GeN6O6ReS2 as an isolated structure, with the ωB97M-V functional and the def2-TZVPD basis.

Computed properties:
**Kohn-Sham gap**: 7.290 eV
**Total charge**: +3

Cartesian coordinates (Å):
Re 0.05549 2.14599 -0.45705
N 2.39633 2.77284 0.09756
N 2.31103 3.14008 1.45193
C 1.32092 2.66875 2.21853
N 1.22973 3.04031 3.47024
N 0.51870 1.76124 1.58144
N -0.08060 0.76964 2.32204
O -0.16943 0.84968 3.51391
O -0.48197 -0.21967 1.68515
H 3.17061 2.12633 -0.02711
H 2.55070 3.60540 -0.46496
H 2.91099 3.87735 1.79667
H 1.87791 3.70011 3.87858
H 0.51953 2.64539 4.06947
F -4.49027 1.86449 0.79497
C -4.26816 2.98897 0.13216
F -4.76223 4.01518 0.75891
F -4.71767 2.89549 -1.09858
S -2.41127 3.12785 0.05072
O -2.01066 1.81233 -0.58328
O -1.87459 3.26060 1.37465
N -2.08436 4.29987 -0.94393
S -0.64123 4.94035 -1.03491
O -0.55173 6.34180 -1.06688
O 0.28431 4.21289 -0.10034
C -0.01597 4.23101 -2.65294
F -0.41384 4.83478 -3.71343
F -0.46013 2.89263 -2.65119
F 1.30199 4.17451 -2.59990
C 0.62188 0.48842 -0.74332
Ge 0.52979 -1.28041 -0.07421
C 1.84669 -2.18714 0.94986
C 3.16386 -1.86674 0.62228
C 4.17253 -2.49898 1.33770
C 3.85142 -3.40686 2.34006
C 2.52596 -3.69475 2.65157
C 1.49441 -3.08680 1.94983
C -1.28643 -2.26247 -0.54930
C -2.26916 -1.23280 -0.47787
C -3.31527 -1.32214 0.40919
C -3.43299 -2.42666 1.24842
C -2.45056 -3.41911 1.25616
C -1.38899 -3.33686 0.39080
C -0.42410 -2.44287 -1.81349
C -0.45850 -1.47979 -2.84784
C 0.08047 -1.76312 -4.08627
C 0.68914 -2.99099 -4.31896
C 0.80666 -3.91801 -3.28842
C 0.26113 -3.65251 -2.04811
H 3.40378 -1.16704 -0.16934
H 5.20670 -2.28773 1.09985
H 4.64544 -3.89522 2.88973
H 2.28966 -4.39645 3.44068
H 0.46333 -3.29897 2.19688
H -2.22258 -0.39005 -1.14816
H -4.07245 -0.55224 0.42361
H -4.29517 -2.52083 1.89740
H -2.54636 -4.27386 1.91227
H -0.66724 -4.14130 0.37555
H -0.93689 -0.52349 -2.69075
H 0.00532 -1.03622 -4.88375
H 1.07023 -3.22794 -5.30403
H 1.29795 -4.86587 -3.46199
H 0.32623 -4.41845 -1.28847

Stability, descending: (a), (b)

(a)
Computed, not measured: one molecule with the formula C4H11NOS2, with the ωB97M-V functional and the def2-TZVPD basis.

Computed properties:
**Kohn-Sham gap**: 9.233 eV
**SMILES string**: CSSC[C@@H](N)CO

Cartesian coordinates (Å):
C 0.19048 0.32187 -4.01818
S 1.15069 0.41217 -2.51697
S 0.70349 -1.10476 -1.34199
C -0.35346 -0.67233 0.08478
C 0.49863 -0.03632 1.35203
N 0.89507 1.39048 1.30243
C -0.51128 -0.20978 2.57970
O -1.69675 -0.76182 2.08565
H 0.08494 -0.74023 -4.16817
H -0.81981 0.79586 -3.99943
H 0.66629 0.81522 -4.82674
H -0.75687 -1.68305 0.52043
H -1.23212 -0.09934 -0.07313
H 1.37507 -0.77943 1.53917
H 1.46551 1.79538 1.92577
H 1.25774 1.77498 0.45220
H -0.79915 0.82463 2.97615
H 0.03539 -0.56064 3.58877
H -2.15383 -1.48287 2.53753

(b)
Computed, not measured: C4H11NOS2 as an isolated structure, with the ωB97M-V functional and the def2-TZVPD basis.

Computed properties:
**Kohn-Sham gap**: 5.178 eV

Cartesian coordinates (Å):
S 1.06539 -2.48566 -1.82212
S -2.23237 0.25719 -0.64825
C -0.65719 0.61586 -1.02253
C 0.51837 0.33460 -0.07912
C 0.63452 1.58190 1.06436
O 1.08383 2.51992 0.33588
N 0.72191 -0.85304 0.54934
C -0.42432 -1.45103 1.24240
H -0.24838 -2.55892 -1.60724
H -0.39115 0.30441 -2.03291
H -0.50948 2.04047 -1.15858
H 1.42900 0.46529 -0.66631
H 1.21820 1.33309 1.96257
H -0.43121 1.69504 1.39836
H -0.81335 2.64393 -1.57224
H 1.05506 -1.61895 -0.21211
H -0.67825 -0.84430 2.11093
H -1.27630 -1.56059 0.56966
H -0.06428 -2.41922 1.58792

Stability, descending: (a), (b)

(a)
Computed, not measured: a 2-piece molecular cluster, C5H15NOS overall, with the ωB97M-V functional and the def2-TZVPD basis.

Computed properties:
**Kohn-Sham gap**: 9.472 eV
**SMILES string**: CNCCCCS.O

Cartesian coordinates (Å):
C 0.12078 -1.93469 2.19621
N -1.02037 -1.68323 1.33215
C -0.72897 -0.88202 0.16949
C -0.40488 0.62170 0.48386
C 1.05738 0.99200 0.30474
C 1.56006 1.27143 -1.08733
S 2.02954 -0.20209 -2.07514
H 0.41939 -1.15656 2.90328
H -0.07830 -2.82577 2.80327
H 0.94358 -2.16399 1.52725
H -1.78426 -1.26185 1.83875
H 0.14579 -1.26783 -0.33139
H -1.51828 -0.92817 -0.52765
H -0.63318 0.69561 1.54514
H -1.02332 1.33063 -0.07118
H 1.32141 1.85919 0.92787
H 1.74026 0.25612 0.74837
H 2.45557 1.88344 -1.05775
H 0.94526 1.86751 -1.76884
H 1.14777 -0.06173 -3.07171
O -2.11855 1.34793 -2.61662
H -1.83099 0.53156 -2.18537
H -2.74571 1.71080 -1.98738

(b)
Computed, not measured: a 3-piece molecular cluster, C5H15NOS overall, with the ωB97M-V functional and the def2-TZVPD basis.

Computed properties:
**Kohn-Sham gap**: 5.446 eV

Cartesian coordinates (Å):
C -1.05615 0.15740 -0.49426
N -0.57337 -0.87251 0.33136
C 0.65806 -0.61921 0.86228
C 1.71095 -0.61821 -0.37892
S 3.22672 -0.02811 0.26498
C -2.58953 0.08332 -0.59918
C -3.19410 0.40779 0.75732
H -0.77983 1.15884 -0.13417
H -0.63458 0.08205 -1.51197
H 4.59044 -2.63884 -0.71799
H 0.92728 -1.29661 1.67085
H 0.69721 0.40649 1.23620
H 1.95823 -1.58336 -0.79727
H 1.33554 0.06439 -1.14418
H 4.00920 -3.11165 -0.74644
H -2.77220 -0.96999 -0.82005
H -3.00942 0.66920 -1.40667
H -4.28327 0.38868 0.73610
H -2.87973 -0.37338 1.44981
H -2.84315 1.35050 1.17347
H 1.88168 3.23226 -0.07660
H 2.16786 1.72232 0.25919
O 1.45217 2.38861 0.08614

Stability, descending: (a), (b)